Entry from the OMol25 dataset: a single C5H8N2 molecule (ωB97M-V/def2-TZVPD).

Last columns: bonded neighbours and bond lengths (Å).
Cartesian coordinates (Å):
1 H 1.66 0.86 -2.48  N2 1.019
2 N 2.17 0.71 -1.61  H1 1.019, C3 1.260
3 C 1.34 0.64 -0.67  N2 1.260, C4 1.516, C8 1.508
4 C 1.49 0.45 0.83  C3 1.516, N5 1.497, H9 1.095, H10 1.094
5 N 0.00 0.47 1.00  C4 1.497, C6 1.459, C8 1.499
6 C -0.53 -0.61 0.17  N5 1.459, C7 1.508, C8 1.486, H11 1.092
7 C -1.97 -0.98 0.41  C6 1.508, H12 1.096, H13 1.097, H14 1.095
8 C -0.16 0.67 -0.48  C3 1.508, N5 1.499, C6 1.486, H15 1.089
9 H 1.92 1.34 1.31  C4 1.095
10 H 1.98 -0.45 1.19  C4 1.094
11 H 0.14 -1.45 -0.03  C6 1.092
12 H -2.04 -1.67 1.25  C7 1.096
13 H -2.39 -1.47 -0.48  C7 1.097
14 H -2.56 -0.09 0.64  C7 1.095
15 H -0.88 1.38 -0.88  C8 1.089

The value obtained for the total energy is -8292.63417 eV. For the max |F|, the calculation gives 0.01050 Eh/bohr. The frontier orbital gap comes out at 0.3909 Eh. The relative energy (zero: lowest compared OMol25 entry of this formula, charge and spin) comes out at 54.47 kcal/mol. The SMILES is [H]/N=C1/CN2[C@@H](C)[C@H]12.